Below is a structure of composition C27H33ErN15OSSi in a non-equilibrium geometry, with properties calculated with ωB97M-V/def2-TZVPD.

Structure (ORCA input):
```
! wB97M-V def2-TZVPD RIJCOSX def2/J DEFGRID3
* xyz -1 4
Er -0.12853 -0.55043 -0.79403
N -2.15347 -1.12344 -4.09821
C -1.93412 0.14684 -3.63514
N -2.58910 1.21820 -4.09364
N -1.98160 2.27013 -3.51290
N -1.04038 1.85988 -2.71185
N -1.01508 0.50115 -2.72036
C -1.26734 -2.11357 -3.77543
N -1.11872 -3.22588 -4.42096
N -0.24103 -3.95449 -3.71445
N 0.14581 -3.30847 -2.67987
N -0.49653 -2.12134 -2.66056
H -2.48511 -1.21085 -5.03575
C 1.31112 -0.24132 2.54528
N 0.19668 0.08945 1.69374
C -0.82593 0.63901 2.28401
C -1.85922 1.24245 1.48449
C -3.09781 1.76177 1.87205
C -3.67692 2.27065 0.75874
C -2.82531 1.84913 -0.29099
N -1.71625 1.22788 0.12841
C 2.05256 1.06334 2.93223
C 2.92952 1.72478 2.04219
C 3.40410 2.99699 2.32119
C 2.94424 3.63294 3.46490
C 2.20701 2.93988 4.39187
C 1.79429 1.63699 4.15327
H 2.03935 -0.93432 2.12265
H 1.00009 -0.67664 3.49060
H -0.87230 0.65418 3.41346
H -3.43479 1.78109 2.89953
H -4.65101 2.71670 0.59093
H -3.16877 1.95146 -1.29260
H 3.26520 1.19484 1.13956
H 4.14129 3.49147 1.66551
H 3.20893 4.68689 3.66378
H 1.96451 3.38954 5.33286
H 1.11464 1.21896 4.92818
C 3.54494 -3.16908 -1.73014
Si 3.28767 -1.57977 -0.94049
C 3.65553 -0.12993 -2.03138
C 4.62121 -1.51195 0.43034
O 1.78224 -1.47551 -0.33978
H 4.22357 -3.11741 -2.60145
H 2.54872 -3.41820 -2.14835
H 3.93726 -3.87942 -1.04229
H 3.79800 0.76206 -1.52168
H 2.94727 0.03201 -2.86944
H 4.61094 -0.39440 -2.47840
H 5.60952 -1.69904 0.03567
H 4.37840 -2.26541 1.20156
H 4.70257 -0.53719 0.92472
N 0.74686 -4.05490 0.39880
C -0.59240 -3.73436 0.26908
N -1.14057 -2.58238 0.54188
C -2.53139 -2.63386 0.38291
C -3.45612 -1.61833 0.68408
C -4.81518 -1.93047 0.64082
C -5.24591 -3.17575 0.24184
C -4.32939 -4.15084 -0.19431
C -2.99430 -3.88735 -0.01661
S -1.70771 -4.94448 -0.32271
H 1.29752 -3.20092 0.19860
H 1.05503 -4.85704 -0.11217
H -3.07513 -0.68963 1.05893
H -5.51846 -1.17296 0.96466
H -6.27205 -3.49752 0.27259
H -4.66789 -5.17825 -0.48424
C -0.52768 4.46490 -1.47970
N 0.21997 3.83610 -0.37425
C -0.17415 4.10807 1.03069
C 0.60793 2.56822 -0.54972
N 1.08905 1.54057 -0.74797
H -1.57305 4.09077 -1.45266
H -0.08265 4.11441 -2.39283
H -0.36757 5.57055 -1.39569
H -1.22090 4.00368 1.09698
H 0.06817 5.17332 1.23663
H 0.42013 3.52585 1.73277
*
```

**LUMO (alpha / beta)**: 0.0913 / 0.0913 Ha
**E**: -3648.26454 Ha
**HOMO-LUMO gap (alpha / beta)**: 0.278 / 0.278 hartree
**Relative energy (zero: lowest compared OMol25 entry of this formula, charge and spin)**: 0.821 eV

Partial atomic charges computed with the Löwdin method, in multiples of e: number 1, Er, carries 1.338; number 2, N, carries 0.140; number 3, C, carries -0.456; number 4, N, carries 0.026; number 5, N, carries -0.079; number 6, N, carries -0.097; number 7, N, carries -0.091; number 8, C, carries -0.486; number 9, N, carries 0.023; number 10, N, carries -0.088; number 11, N, carries -0.094; number 12, N, carries -0.075; number 13, H, carries 0.132; number 14, C, carries -0.178; number 15, N, carries -0.046; number 16, C, carries -0.088; number 17, C, carries -0.405; number 18, C, carries -0.108; number 19, C, carries -0.104; number 20, C, carries -0.194; number 21, N, carries -0.030; number 22, C, carries -0.194; number 23, C, carries -0.040; number 24, C, carries -0.090; number 25, C, carries -0.125; number 26, C, carries -0.111; number 27, C, carries -0.069; number 28, H, carries 0.098; number 29, H, carries 0.107; number 30, H, carries 0.143; number 31, H, carries 0.100; number 32, H, carries 0.090; number 33, H, carries 0.078; number 34, H, carries 0.098; number 35, H, carries 0.112; number 36, H, carries 0.106; number 37, H, carries 0.092; number 38, H, carries 0.119; number 39, C, carries -0.171; number 40, Si, carries 0.199; number 41, C, carries -0.170; number 42, C, carries -0.169; number 43, O, carries -0.518; number 44, H, carries 0.046; number 45, H, carries 0.018; number 46, H, carries 0.019; number 47, H, carries -0.014; number 48, H, carries 0.048; number 49, H, carries 0.026; number 50, H, carries 0.015; number 51, H, carries 0.031; number 52, H, carries 0.005; number 53, N, carries 0.111; number 54, C, carries -0.672; number 55, N, carries 0.022; number 56, C, carries -0.295; number 57, C, carries 0.010; number 58, C, carries -0.080; number 59, C, carries -0.101; number 60, C, carries -0.096; number 61, C, carries -0.529; number 62, S, carries 1.101; number 63, H, carries 0.047; number 64, H, carries 0.081; number 65, H, carries 0.074; number 66, H, carries 0.104; number 67, H, carries 0.092; number 68, H, carries 0.120; number 69, C, carries -0.054; number 70, N, carries -0.150; number 71, C, carries -0.017; number 72, C, carries -0.286; number 73, N, carries 0.125; number 74, H, carries 0.076; number 75, H, carries 0.064; number 76, H, carries 0.098; number 77, H, carries 0.060; number 78, H, carries 0.094; number 79, H, carries 0.080

Below is a structure of composition C16H24N4O8P2Re, with properties calculated with ωB97M-V/def2-TZVPD.

Structure (ORCA input):
```
! wB97M-V def2-TZVPD RIJCOSX def2/J DEFGRID3
* xyz 2 2
Re 0.06489 0.15477 0.06718
N 1.68738 -2.46540 2.85887
C 1.10660 -1.10787 3.22896
C 1.35689 -0.82214 4.70440
P 1.82379 0.10292 2.05682
O 3.13606 0.56183 2.75082
O 1.97590 -0.66588 0.73962
O 0.83820 1.22293 1.70942
P -0.73627 -1.17690 2.88925
O -0.97588 -2.71412 3.23289
O -1.46933 -0.20668 3.69156
O -0.83960 -1.10212 1.33984
H 1.71272 -2.58369 1.83734
H 1.09073 -3.20174 3.25547
H 2.63826 -2.57876 3.22038
H 2.42357 -0.80285 4.93051
H 0.86654 -1.57059 5.32883
H 0.92744 0.14488 4.96119
H 3.65101 1.29182 2.37268
H -1.73601 -2.88519 3.80929
C -1.50525 2.40224 -1.17802
C -2.84562 3.17579 -1.28896
N -3.89930 2.47405 -0.57553
C -3.59269 2.45146 0.84665
C -2.20036 1.81852 1.09173
N -1.68550 1.25768 -0.21697
C -2.71961 0.31268 -0.78302
C -4.01829 1.11748 -1.07635
H -0.69380 3.02392 -0.80280
H -1.20009 1.97939 -2.13330
H -3.12784 3.27948 -2.33576
H -2.74576 4.17666 -0.87147
H -4.36619 1.88580 1.36441
H -3.61219 3.46944 1.23264
H -2.24089 1.01442 1.82258
H -1.46438 2.54798 1.42743
H -2.88031 -0.47340 -0.04650
H -2.30393 -0.13073 -1.68923
H -4.86724 0.63063 -0.59893
H -4.21056 1.15073 -2.14784
O 0.85909 -3.14904 -1.38035
C 1.09509 -2.12106 -1.92883
N 0.51109 -0.84547 -1.54139
C 1.27461 0.14647 -2.10594
O 1.14394 1.23698 -1.49626
C 2.16507 -0.38426 -3.12046
C 3.02723 0.21714 -4.01926
C 3.74552 -0.62638 -4.85990
C 3.61298 -2.01144 -4.77988
C 2.75739 -2.61286 -3.85706
C 2.03421 -1.77778 -3.03567
H 3.12980 1.29197 -4.07709
H 4.42182 -0.20169 -5.58894
H 4.19303 -2.63389 -5.44778
H 2.66601 -3.68814 -3.78730
*
```

**LUMO (alpha / beta)**: -0.2931 / -0.2751 Ha
**E**: -2205.73104 Ha
**HOMO-LUMO gap (alpha / beta)**: 0.224 / 0.242 hartree

Partial atomic charges computed with the Löwdin method, in multiples of e: number 1, Re, carries 1.728; number 2, N, carries 0.210; number 3, C, carries -0.477; number 4, C, carries -0.045; number 5, P, carries 0.394; number 6, O, carries -0.032; number 7, O, carries -0.339; number 8, O, carries -0.332; number 9, P, carries 0.375; number 10, O, carries -0.093; number 11, O, carries -0.212; number 12, O, carries -0.409; number 13, H, carries 0.153; number 14, H, carries 0.160; number 15, H, carries 0.183; number 16, H, carries 0.096; number 17, H, carries 0.106; number 18, H, carries 0.108; number 19, H, carries 0.140; number 20, H, carries 0.127; number 21, C, carries -0.114; number 22, C, carries -0.122; number 23, N, carries -0.149; number 24, C, carries -0.119; number 25, C, carries -0.110; number 26, N, carries -0.305; number 27, C, carries -0.113; number 28, C, carries -0.123; number 29, H, carries 0.126; number 30, H, carries 0.118; number 31, H, carries 0.132; number 32, H, carries 0.133; number 33, H, carries 0.134; number 34, H, carries 0.133; number 35, H, carries 0.086; number 36, H, carries 0.126; number 37, H, carries 0.116; number 38, H, carries 0.119; number 39, H, carries 0.133; number 40, H, carries 0.133; number 41, O, carries 0.176; number 42, C, carries -0.347; number 43, N, carries -0.032; number 44, C, carries -0.383; number 45, O, carries -0.017; number 46, C, carries -0.083; number 47, C, carries 0.039; number 48, C, carries -0.015; number 49, C, carries -0.005; number 50, C, carries 0.040; number 51, C, carries -0.075; number 52, H, carries 0.135; number 53, H, carries 0.126; number 54, H, carries 0.127; number 55, H, carries 0.138

Below is a cluster of 3 separate species, C40H34BN2O10PS in total in a non-equilibrium geometry, with properties calculated with ωB97M-V/def2-TZVPD.

Structure (ORCA input):
```
! wB97M-V def2-TZVPD RIJCOSX def2/J DEFGRID3
* xyz 0 1
C 5.92196 0.90092 0.97386
C 4.62107 0.49524 0.06204
O 4.84036 0.53260 -1.39212
C 3.76226 -0.28054 -2.04689
C 2.31851 0.50142 -2.12875
C 1.89327 1.48444 -3.41338
B 2.89070 1.71091 -4.74191
O 4.01660 2.65156 -4.57857
O 2.66715 0.95001 -6.02162
C 3.70577 1.31583 -7.00642
C 0.42873 2.28626 -3.48387
C 0.00467 3.24222 -4.78700
C -0.69771 2.19883 -2.28044
N -2.06857 2.82148 -2.13450
S -2.70427 2.27503 -0.56662
N -1.38764 1.24637 -0.02234
C -0.23751 1.21811 -1.05002
C 1.18426 0.35562 -0.92229
C 1.34119 -0.58078 0.41423
P 1.55545 -2.47326 0.00464
O 3.01471 -2.94184 0.40662
O 0.26506 -3.39837 0.72114
O 1.43522 -2.66493 -1.75395
H 6.59379 -0.04841 1.10523
H 6.49218 1.86102 0.62320
H 5.49812 1.15023 2.06172
H 4.23202 -0.55360 0.46539
H 3.73385 1.26220 0.28204
H 3.72867 -1.32105 -1.51208
H 4.17978 -0.49095 -3.14521
H 4.55043 2.26386 -3.79832
H 3.50214 0.81715 -8.07102
H 4.78759 0.93658 -6.67431
H 3.77417 2.47955 -7.18642
H -1.18342 3.33780 -4.77018
H 0.46687 4.29986 -4.59406
H 0.27773 2.76104 -5.81809
H 0.31422 -0.53170 1.02096
H 2.16223 -0.19898 1.18276
H 0.67988 -3.85219 1.52844
H 0.65945 -2.12637 -2.10550
O 7.12258 -4.12372 6.71869
C 6.15646 -4.54702 6.09607
C 5.25314 -5.54515 6.70420
C 5.49321 -5.99334 8.00965
C 4.62163 -6.90601 8.60551
C 3.51043 -7.37166 7.90307
C 3.27931 -6.93981 6.59603
C 4.15588 -6.02949 5.99317
C 3.91341 -5.59202 4.60401
O 2.98072 -6.05926 3.96061
C 4.80443 -4.57989 4.00316
C 4.56181 -4.13102 2.69817
C 5.37844 -3.14987 2.13399
C 6.43623 -2.61502 2.86876
C 6.68853 -3.07141 4.16428
C 5.87380 -4.06026 4.73106
H 6.35546 -5.62999 8.56603
H 4.80690 -7.24959 9.62087
H 2.82414 -8.07325 8.37206
H 2.41265 -7.31159 6.05190
H 3.73487 -4.54042 2.12030
H 5.18608 -2.79975 1.12214
H 7.06691 -1.84338 2.43254
H 7.51839 -2.65086 4.73003
O -9.22073 4.81098 -4.32784
C -9.06745 4.41119 -3.18028
C -7.73033 4.43227 -2.55280
C -6.63570 4.93281 -3.26971
C -5.37713 4.99310 -2.66967
C -5.20795 4.55671 -1.35592
C -6.29363 4.04133 -0.64602
C -7.55604 3.97320 -1.24781
C -8.69477 3.41000 -0.49546
O -8.53004 2.95628 0.63113
C -10.03474 3.40706 -1.11499
C -11.12897 2.90809 -0.39595
C -12.40517 2.93227 -0.96039
C -12.59247 3.45357 -2.24025
C -11.50094 3.93810 -2.96420
C -10.21787 3.90989 -2.40225
H -6.76136 5.28039 -4.29365
H -4.52910 5.38623 -3.22611
H -4.22969 4.61550 -0.88397
H -6.15296 3.69770 0.37747
H -10.99119 2.50410 0.60564
H -13.25413 2.54811 -0.39905
H -13.58867 3.48124 -2.67647
H -11.65530 4.34053 -3.96412
*
```

**LUMO**: -0.0730 Ha
**E**: -3170.69920 Ha
**HOMO-LUMO gap**: 0.244 hartree
**Structure (SMILES)**: CCOCc1c(B(O)OC)c(C)c2nsnc2c1CP(=O)(O)O.O=C1c2ccccc2C(=O)c2ccccc21.O=C1c2ccccc2C(=O)c2ccccc21

Partial atomic charges computed with the Löwdin method, in multiples of e: number 1, C, carries -0.087; number 2, C, carries -0.266; number 3, O, carries -0.203; number 4, C, carries -0.139; number 5, C, carries 0.003; number 6, C, carries 0.075; number 7, B, carries -0.434; number 8, O, carries 0.039; number 9, O, carries -0.078; number 10, C, carries -0.117; number 11, C, carries -0.060; number 12, C, carries -0.085; number 13, C, carries -0.195; number 14, N, carries -0.271; number 15, S, carries 0.882; number 16, N, carries -0.315; number 17, C, carries -0.142; number 18, C, carries -0.091; number 19, C, carries -0.203; number 20, P, carries 0.753; number 21, O, carries -0.382; number 22, O, carries -0.216; number 23, O, carries -0.215; number 24, H, carries 0.062; number 25, H, carries 0.087; number 26, H, carries 0.097; number 27, H, carries 0.102; number 28, H, carries 0.127; number 29, H, carries 0.112; number 30, H, carries 0.154; number 31, H, carries 0.133; number 32, H, carries 0.113; number 33, H, carries 0.116; number 34, H, carries 0.109; number 35, H, carries 0.087; number 36, H, carries 0.096; number 37, H, carries 0.088; number 38, H, carries 0.100; number 39, H, carries 0.107; number 40, H, carries 0.101; number 41, H, carries 0.087; number 42, O, carries 0.094; number 43, C, carries -0.280; number 44, C, carries -0.085; number 45, C, carries 0.005; number 46, C, carries -0.060; number 47, C, carries -0.060; number 48, C, carries 0.004; number 49, C, carries -0.087; number 50, C, carries -0.279; number 51, O, carries 0.090; number 52, C, carries -0.084; number 53, C, carries 0.006; number 54, C, carries -0.059; number 55, C, carries -0.054; number 56, C, carries 0.006; number 57, C, carries -0.090; number 58, H, carries 0.121; number 59, H, carries 0.107; number 60, H, carries 0.107; number 61, H, carries 0.121; number 62, H, carries 0.103; number 63, H, carries 0.084; number 64, H, carries 0.090; number 65, H, carries 0.121; number 66, O, carries 0.098; number 67, C, carries -0.278; number 68, C, carries -0.084; number 69, C, carries 0.010; number 70, C, carries -0.051; number 71, C, carries -0.091; number 72, C, carries 0.003; number 73, C, carries -0.084; number 74, C, carries -0.278; number 75, O, carries 0.097; number 76, C, carries -0.086; number 77, C, carries 0.006; number 78, C, carries -0.058; number 79, C, carries -0.058; number 80, C, carries 0.007; number 81, C, carries -0.086; number 82, H, carries 0.122; number 83, H, carries 0.110; number 84, H, carries 0.068; number 85, H, carries 0.121; number 86, H, carries 0.122; number 87, H, carries 0.108; number 88, H, carries 0.108; number 89, H, carries 0.122